The following is a quantum chemistry calculation of a molecular structure, C18H18IrN8S3, from the OMol25 dataset.

Atoms and positions in Å:
Ir1 0.49 1.24 1.00
S1 -0.08 1.31 -1.15
C1 0.08 -0.42 -1.45
N1 -0.23 -0.79 -2.70
N2 -0.04 -2.10 -2.89
C2 -0.29 -2.71 -4.08
C3 -0.82 -1.99 -5.16
C4 -1.06 -2.65 -6.34
C5 -0.79 -4.01 -6.46
C6 -0.26 -4.73 -5.38
C7 -0.01 -4.08 -4.19
N3 0.45 -1.28 -0.52
N4 0.85 -0.76 0.66
C8 1.13 -1.75 1.62
C9 0.43 -2.97 1.61
C10 0.71 -3.92 2.57
C11 1.68 -3.68 3.54
C12 2.38 -2.48 3.54
C13 2.10 -1.51 2.59
H1 0.35 -2.64 -2.11
H2 -1.02 -0.93 -5.05
H3 -1.47 -2.11 -7.19
H4 -0.98 -4.52 -7.39
H5 -0.05 -5.78 -5.48
H6 0.40 -4.62 -3.35
H7 -0.33 -3.13 0.86
H8 0.15 -4.85 2.58
H9 1.89 -4.43 4.28
H10 3.15 -2.31 4.27
H11 2.68 -0.60 2.57
C14 -2.83 5.76 4.03
C15 -3.11 4.72 2.94
C16 -1.89 4.36 2.17
N5 -1.43 3.17 2.05
N6 -0.29 3.12 1.28
C17 0.11 4.28 0.81
N7 1.18 4.45 0.03
S2 -0.92 5.56 1.33
H12 -3.75 5.97 4.58
H13 -2.48 6.70 3.60
H14 -2.08 5.40 4.73
H15 -3.87 5.09 2.25
H16 -3.49 3.79 3.37
H17 1.85 3.70 -0.06
H18 1.45 5.37 -0.28
S3 2.10 2.03 2.46
C18 3.50 1.16 2.09
N8 4.48 0.61 1.82

Results
multiplicity = 5
charge = +1
Kohn-Sham gap (spin up / spin down) = 7.1 / 5.5 eV
expectation value of S² = 6.053
molar mass = 634.8 g mol⁻¹
HOMO (spin up / spin down) = -10.1 / -11.4 eV

These are the natural (NBO) partial charges, in e, on atoms 1 to 5: Ir 0.859; S 0.035; C 0.255; N -0.344; N -0.234